Below is a 19-piece molecular cluster, C31H106O37P6 overall, with properties calculated with ωB97M-V/def2-TZVPD.

Cartesian coordinates (Å):
C  -27.84948  -17.77631  -3.44689
O  -27.88826  -17.35513  -4.80318
H  -27.26138  -18.68904  -3.35115
H  -27.71182  -17.06549  -2.63210
H  -28.89070  -18.03624  -3.25612
H  -27.01439  -17.48287  -5.17952
C  -30.27948  -17.52926  -9.80125
O  -30.30833  -18.65804  -10.65077
H  -29.32492  -17.44684  -9.28153
H  -30.49448  -16.59708  -10.32366
H  -31.22594  -17.52522  -9.26059
H  -30.40625  -19.51245  -10.22418
C  -28.12269  -10.83259  -3.59006
O  -27.69247  -12.03271  -2.97819
H  -29.12664  -10.86080  -4.01359
H  -28.12590  -10.07236  -2.80895
H  -27.46814  -10.63763  -4.43956
H  -27.89694  -12.77032  -3.55760
C  -33.03905  -15.51778  -0.62065
O  -32.24977  -15.75496  -1.80670
H  -34.09794  -15.39691  -0.84924
H  -32.87446  -16.42684  -0.04217
H  -32.71453  -14.67939  -0.00432
H  -32.66838  -16.49280  -2.25609
C  -28.99837  -21.14426  -5.03164
O  -27.80557  -21.64804  -5.31690
H  -29.61806  -21.20683  -5.92616
H  -29.32845  -21.69346  -4.14986
H  -28.78729  -20.10931  -4.76250
H  -27.59235  -21.51952  -6.24406
C  -33.84117  -15.36448  -4.91657
O  -34.11000  -16.53519  -5.63494
H  -32.80505  -15.25987  -4.59468
H  -34.17024  -14.68300  -5.70104
H  -34.45090  -15.17647  -4.03283
H  -34.02187  -17.15611  -4.90809
C  -29.41094  -21.03074  -0.62650
O  -29.43744  -19.86730  -1.43706
H  -30.28741  -21.06295  0.02070
H  -29.38950  -21.92255  -1.25283
H  -28.49379  -21.14124  -0.04793
H  -28.58052  -19.45717  -1.57514
C  -24.58156  -21.12962  -5.28513
O  -23.88300  -21.79404  -4.29048
H  -23.97289  -20.78123  -6.11954
H  -25.21718  -21.87248  -5.76707
H  -25.18813  -20.33302  -4.85434
H  -24.53770  -22.31220  -3.81670
C  -29.78977  -13.99157  -4.75936
O  -28.36592  -13.95254  -4.52645
H  -30.17419  -13.07394  -4.31408
H  -29.97650  -13.94981  -5.83244
H  -30.20333  -14.85713  -4.24181
H  -28.07491  -14.86736  -4.52447
C  -26.73328  -23.44051  -1.56632
O  -26.07170  -24.11622  -2.54889
H  -27.74682  -23.81165  -1.41436
H  -26.22531  -23.32467  -0.60890
H  -26.76605  -22.39271  -1.86493
H  -25.70319  -24.83490  -2.02995
C  -28.99616  -14.53925  -1.08699
O  -29.35590  -15.90445  -1.23591
H  -28.09553  -14.27481  -1.64110
H  -29.71211  -13.83752  -1.51489
H  -28.83700  -14.36224  -0.02331
H  -30.31323  -15.97415  -1.25243
C  -30.63654  -18.41177  2.30012
O  -29.60634  -19.18048  2.65653
H  -30.35302  -17.37468  2.47945
H  -30.75627  -18.30147  1.22235
H  -31.60790  -18.53422  2.77926
H  -29.96081  -20.06729  2.75409
C  -24.45453  -17.45620  -5.47988
O  -25.27389  -16.53509  -4.88204
H  -23.50125  -17.63475  -4.98243
H  -24.99371  -18.37088  -5.72637
H  -24.26427  -17.02462  -6.46255
H  -25.52929  -15.79912  -5.44304
C  -23.46757  -22.09117  -8.59988
O  -24.36185  -21.75170  -9.62633
P  -25.72553  -20.81674  -9.25911
O  -26.49631  -21.37305  -8.04173
O  -25.21672  -19.28949  -9.19050
C  -26.08306  -18.24747  -8.82236
O  -26.64462  -20.78760  -10.61186
C  -26.04424  -20.53315  -11.84898
H  -23.92953  -22.63067  -7.77305
H  -22.99986  -21.17672  -8.23505
H  -22.68268  -22.80020  -8.86316
H  -26.55824  -17.88529  -9.73402
H  -25.51638  -17.43953  -8.35956
H  -26.83545  -18.54082  -8.09027
H  -24.96361  -20.42144  -11.76035
H  -26.45682  -19.68080  -12.38880
H  -26.14901  -21.39583  -12.50695
C  -32.35591  -19.68267  -7.23749
O  -31.66674  -20.85288  -7.06342
P  -31.20972  -21.84759  -8.30259
O  -30.38267  -21.20337  -9.37767
O  -30.32185  -23.01021  -7.67359
C  -29.79953  -23.92643  -8.59053
O  -32.59403  -22.60211  -8.73946
C  -33.32343  -23.32093  -7.77415
H  -33.38329  -19.82897  -6.90402
H  -32.39070  -19.44591  -8.30089
H  -31.87527  -18.83379  -6.75119
H  -29.23910  -24.70290  -8.06986
H  -29.11775  -23.43996  -9.28812
H  -30.48590  -24.51192  -9.20225
H  -34.26616  -22.78454  -7.66625
H  -33.00799  -23.24906  -6.73326
H  -33.50410  -24.35235  -8.07687
C  -23.98078  -12.28725  2.20463
O  -23.95334  -13.58453  1.52047
P  -23.48802  -13.73259  -0.01646
O  -22.79484  -12.46939  -0.52511
O  -22.53485  -15.01726  -0.07884
C  -21.08832  -14.86840  0.34506
O  -24.82344  -14.27145  -0.85195
C  -24.77428  -14.61918  -2.23238
H  -23.70525  -11.40577  1.62570
H  -23.33123  -12.42698  3.06873
H  -25.00977  -12.04424  2.46960
H  -20.83240  -14.54713  1.35470
H  -20.58236  -14.18916  -0.34104
H  -20.57159  -15.81853  0.20964
H  -25.52149  -15.40331  -2.35459
H  -23.82065  -15.09443  -2.46216
H  -24.99875  -13.79098  -2.90454
C  -27.86891  -14.61358  -8.08582
O  -26.62551  -14.58425  -8.73805
P  -25.30115  -13.76172  -8.18523
O  -24.97584  -14.17040  -6.77209
O  -25.58829  -12.16343  -8.32534
C  -25.47398  -11.56284  -9.61836
O  -24.19541  -14.19881  -9.22766
C  -22.87717  -13.73337  -9.16702
H  -28.16368  -15.63785  -7.85766
H  -28.63947  -14.29810  -8.78924
H  -27.95954  -13.88880  -7.27674
H  -26.29148  -10.86016  -9.77977
H  -25.50606  -12.30562  -10.41545
H  -24.56594  -10.96013  -9.63600
H  -22.27762  -14.62592  -8.98816
H  -22.73196  -12.88414  -8.49931
H  -22.69360  -13.42762  -10.19702
C  -32.63475  -19.32523  -0.92074
O  -33.98805  -19.46394  -1.22342
P  -34.70824  -18.54394  -2.31946
O  -33.83054  -17.71739  -3.19357
O  -35.89057  -17.73564  -1.51657
C  -36.81649  -16.95700  -2.21884
O  -35.53999  -19.63354  -3.24077
C  -35.13912  -20.24695  -4.42922
H  -32.13134  -20.10503  -1.49224
H  -32.45972  -19.54309  0.13282
H  -32.11607  -18.40856  -1.20140
H  -36.75187  -15.96533  -1.77106
H  -37.81014  -17.39594  -2.12885
H  -36.53251  -16.86737  -3.26738
H  -34.87421  -19.49717  -5.17470
H  -35.92231  -20.90180  -4.81117
H  -34.28535  -20.86049  -4.14157
C  -26.21727  -18.60172  0.55604
O  -25.49924  -19.51922  -0.31223
P  -24.09831  -20.14892  0.19031
O  -23.95773  -20.40724  1.62248
O  -23.05777  -18.96295  -0.38344
C  -22.90145  -18.73688  -1.85845
O  -23.90756  -21.47906  -0.74160
C  -22.67994  -22.18554  -0.60627
H  -25.72936  -17.65198  0.33687
H  -25.91143  -18.92906  1.54973
H  -27.28851  -18.64645  0.35970
H  -21.90997  -18.85493  -2.29564
H  -23.22948  -17.72674  -2.10361
H  -23.64773  -19.36523  -2.34461
H  -22.23631  -22.14821  0.38867
H  -21.93163  -21.84535  -1.32209
H  -22.82603  -23.25103  -0.78370

Atoms 1-2, force components in eV/Å:
-1.6042 -0.8336 0.0072
-0.0464 0.5420 0.0431

Computed properties:
net charge: 0
M: 1256.996 g/mol
E: -165360.186 eV

These are the Löwdin partial charges, in e, on atoms 1 to 8: atom 1 (C): -0.1594, atom 2 (O): -0.1264, atom 3 (H): 0.0835, atom 4 (H): 0.0632, atom 5 (H): 0.0684, atom 6 (H): 0.0309, atom 7 (C): -0.1631, atom 8 (O): -0.1308


Below is C31H18ClIN8O4Zr as an isolated structure, with properties calculated with ωB97M-V/def2-TZVPD.

Cartesian coordinates (Å):
Zr  -0.03790  0.26442  0.40503
O  -4.20502  -0.21097  1.12934
C  -3.04620  0.16728  1.18645
N  -2.21285  0.56958  0.20979
C  -2.61530  0.77457  -1.12405
C  -3.85020  0.44439  -1.67396
C  -4.07740  0.68263  -3.02498
C  -3.09106  1.24068  -3.82131
C  -1.85770  1.59005  -3.27881
C  -1.61967  1.36689  -1.92828
N  -0.43238  1.66661  -1.22903
C  0.36595  2.68917  -1.58357
O  0.40273  3.31618  -2.63217
C  1.29244  3.06478  -0.45478
C  2.14205  4.14987  -0.56748
C  2.93823  4.47938  0.51546
C  2.87035  3.69974  1.65974
C  2.01368  2.61395  1.67758
N  1.22268  2.30992  0.64583
C  -2.35684  0.22035  2.53609
C  -3.04674  -0.16762  3.66636
C  -2.38441  -0.13116  4.88292
C  -1.05462  0.26140  4.91455
C  -0.42669  0.59057  3.72619
N  -1.06790  0.59438  2.55691
H  -4.60553  -0.00511  -1.04978
H  -5.03632  0.42217  -3.45437
H  -3.27825  1.42020  -4.87224
H  -1.09459  2.04861  -3.88764
H  2.14723  4.70418  -1.49474
H  3.60733  5.32823  0.46812
H  3.47943  3.91583  2.52563
H  1.97458  1.94816  2.52667
H  -4.07157  -0.48968  3.55665
H  -2.88976  -0.42147  5.79457
H  -0.49469  0.28264  5.83835
H  0.62996  0.81574  3.70207
Cl  4.95449  -4.43183  -0.68185
C  3.96223  -3.19214  0.01719
C  3.71735  -3.19458  1.35748
C  2.91405  -2.19722  1.94928
I  2.55054  -2.22680  3.98935
C  2.36176  -1.19137  1.19217
O  1.61055  -0.21908  1.66404
C  2.61133  -1.20266  -0.21904
N  1.97536  -0.22537  -0.91521
C  2.14980  -0.16592  -2.21546
C  2.97902  -1.06808  -2.90248
C  3.59076  -2.08495  -2.21576
C  3.40978  -2.18999  -0.82151
H  4.14053  -3.97164  1.97845
H  1.60103  0.60205  -2.74851
H  3.10217  -0.96443  -3.97077
H  4.20649  -2.81028  -2.72978
N  -1.80770  -2.11720  -2.68482
C  -1.34634  -2.05571  -1.42537
O  -0.43265  -1.19512  -1.16092
C  -1.81983  -2.91419  -0.41355
C  -1.22827  -2.60989  0.81286
N  -0.61215  -2.13587  1.67436
C  -2.85917  -3.84494  -0.61714
N  -3.68197  -4.62400  -0.82788
H  -1.66915  -1.29489  -3.25383
H  -2.61305  -2.69040  -2.87839

Atoms 1-2, force components in eV/Å:
0.0049 0.2156 -0.5301
0.0266 0.1480 -0.0800

Computed properties:
net charge: 0
M: 820.118 g/mol
E: -74460.970 eV
energy relative to the best compared isomer or geometry (same formula, charge and spin): 0.000 eV

These are the Löwdin partial charges, in e, on atoms 1 to 8: atom 1 (Zr): 1.9329, atom 2 (O): 0.0696, atom 3 (C): -0.4708, atom 4 (N): -0.0392, atom 5 (C): -0.2201, atom 6 (C): -0.0112, atom 7 (C): -0.0938, atom 8 (C): -0.0983


| no. | strongest force on any atom (eV Å⁻¹) |
| --- | --- |
| 1 | 4.9 |
| 2 | 0.6 |